ORCA calculation (ωB97M-V with the def2-TZVPD basis set) on C6H13NO2 in the gas phase.

Geometry as XYZ:
```
22
Properties=species:S:1:pos:R:3:forces:R:3
C -0.301166 2.207996 0.096259 0.1021 -0.0773 -0.1426
C -0.434525 0.782442 0.581422 -3.8689 -1.7041 0.1027
C -0.628884 -0.283147 -0.464861 5.6125 -2.2491 -3.2203
N 0.841037 -1.015251 -1.051219 -2.2486 0.7976 0.3638
C 1.908766 -0.079389 -0.916828 0.0463 0.7600 0.6797
C 1.137333 -2.277876 -0.406708 -0.2390 0.1767 0.3475
C -2.005423 0.443641 0.920830 0.8905 3.3779 2.5577
O -2.957656 1.026708 0.470630 0.3626 -0.7729 -0.4429
O -2.082503 -0.320807 2.035011 0.1325 -0.4397 -0.1592
H 0.556153 2.331045 -0.562064 0.1752 0.0194 0.1445
H -0.224358 2.894609 0.937878 0.0844 0.0222 -0.0197
H -1.172798 2.494110 -0.490821 -0.1297 -0.1181 0.0855
H 0.149199 0.463028 1.443513 -0.0110 0.1074 -0.1480
H -0.949685 0.139882 -1.413662 -0.5714 -0.0311 0.2663
H -1.082544 -1.242174 -0.236402 -0.6287 0.4042 0.4236
H 2.892610 -0.555525 -0.979625 -0.1683 -0.0043 -0.1455
H 1.820251 0.694691 -1.682176 0.1732 0.0187 -0.0563
H 1.856114 0.441893 0.069248 0.4336 -0.1734 -0.3170
H 0.304123 -2.966055 -0.552600 -0.0067 -0.0483 0.0662
H 1.335504 -2.186918 0.678012 0.0000 -0.0837 -0.0645
H 2.019116 -2.733368 -0.872607 -0.1056 0.1409 0.0334
H -2.980663 -0.259535 2.396772 -0.0350 -0.1229 -0.3545
```
Forces are in eV/Å.

The total energy comes out at -441.582028 a.u. The largest force on an atom is 0.133 hartree/bohr. Its spin multiplicity is 1. The frontier orbital gap is 8.921 eV. As for the structure (SMILES): C[C@H](CN(C)C)C(=O)O. The energy above the lowest of the compared OMol25 structures with the same formula, charge and spin comes out at 2.6661 eV.

Electronic structure analysis, natural (NBO) charges in units of e: -0.62, -0.33, -0.25, -0.44, -0.42, -0.42, 0.81, -0.59, -0.70, 0.22, 0.22, 0.24, 0.24, 0.23, 0.23, 0.20, 0.19, 0.15, 0.19, 0.16, 0.20, 0.50